[1]
C5H11NO2 | the ωB97M-V functional and the def2-TZVPD basis

The geometry in XYZ format:
```
19
Properties=species:S:1:pos:R:3
C 0.0066 0.5950 0.5273
C -1.0558 -0.3054 -0.2091
C -1.7754 -1.2570 0.7664
O -1.8089 0.4958 -0.9372
C 1.3487 0.3924 -0.0301
N 1.8446 1.1861 -0.9770
C 0.9624 1.4985 -2.1260
O 1.2303 -1.6528 2.1978
H -0.3069 1.5645 0.5610
H -0.0158 0.2410 1.5782
H -0.3109 -0.9054 -0.8183
H -2.3768 -0.7359 1.5014
H -2.3635 -1.8594 0.0807
H -0.9775 -1.6831 1.3373
H 1.4150 -1.8597 3.1371
H 1.9805 -0.3346 0.5543
H 1.5597 1.1158 -2.9387
H 0.7141 2.5692 -2.2811
H -0.0702 0.9351 -1.9239
```

## Properties
- HOMO level (eV) = -8.6
- max |F| (eV/A) = 4.4
- Kohn-Sham gap (eV) = 3.871
- ΔE to the lowest compared entry with this formula, charge and spin (kJ/mol) = 1005.0

[2]
C4H6N2O | the ωB97M-V functional and the def2-TZVPD basis

The geometry in XYZ format:
```
13
Properties=species:S:1:pos:R:3
C 1.6641 -0.2760 0.4746
C 0.8505 0.7775 -1.1010
N 0.0518 0.0177 -1.8340
C -1.0946 -0.3125 -1.1559
C -1.0644 0.1491 0.1256
O -1.8960 0.0572 1.1967
N 0.1632 0.7685 0.2637
H 1.6196 -1.1792 -0.1317
H 1.4038 -0.4916 1.5100
H 2.6123 0.2554 0.3966
H -1.8997 -0.8700 -1.6313
H -2.7096 -0.3780 0.9116
H 0.2988 1.4820 0.9751
```

## Properties
- HOMO level (eV) = -8.2
- max |F| (eV/A) = 0.6
- Kohn-Sham gap (eV) = 8.676
- ΔE to the lowest compared entry with this formula, charge and spin (kJ/mol) = 538.1

- Among the records above, which one has the highest Kohn-Sham gap?
  C4H6N2O

- Which of these has the highest Kohn-Sham gap?
  C4H6N2O